# 1
C19H28IrNP | ωB97M-V/def2-TZVPD

Its HOMO energy (spin up / spin down) is -10.39 / -14.72 eV. As for the charge: +2. The spin multiplicity is 6. As for the expectation value of S²: 8.809. As for the total energy: -1240.28195 hartree. As for the HOMO-LUMO gap (spin up / spin down): 0.17364 / 0.21682 Ha.

The geometry in XYZ format:
```
50
Properties=species:S:1:pos:R:3:mulliken_charge:R:1
C 1.4243 2.6623 -2.7580 -0.91
C 0.0803 2.5111 -2.4360 -0.89
C -0.3425 1.5253 -1.5374 0.55
C 0.6158 0.7478 -0.8827 0.33
C 1.9759 0.8980 -1.1986 0.45
C 2.3703 1.8509 -2.1343 -0.58
C -1.8045 1.3946 -1.2715 -0.78
C -2.3078 -0.0004 -0.8833 -0.73
N -1.6022 -1.1456 -1.6104 0.01
Ir 0.0842 -0.6262 0.5584 -0.04
C 3.0132 0.0344 -0.5578 -1.52
P 2.2496 -1.2121 0.5795 0.90
H -0.6698 3.1594 -2.8942 0.52
H 3.4313 1.9485 -2.3678 0.54
H 1.7397 3.4125 -3.4812 0.43
H 3.7194 0.6213 0.0498 0.57
H 3.6047 -0.5185 -1.3046 0.56
H -2.1068 2.0798 -0.4621 0.46
H -2.3693 1.7208 -2.1591 0.47
H -2.2731 -0.1975 0.2006 -0.03
C 3.3545 -1.1584 2.0117 -1.36
C 2.6149 -2.8050 -0.2170 -1.50
H -3.3543 -0.0704 -1.1928 0.66
C -2.6397 -2.1133 -2.1019 -0.95
C -0.5514 -1.9443 -0.9420 -0.83
H 0.8069 -1.1012 2.0121 -0.12
H -3.0951 -2.6213 -1.2473 0.46
H -3.4040 -1.5630 -2.6592 0.40
H -2.1576 -2.8448 -2.7544 0.40
H -0.6659 -3.0115 -1.2065 0.64
H 0.4364 -1.7321 -1.3874 0.54
H -0.8281 -2.1044 0.1919 0.07
H 3.5313 -3.2086 0.2313 0.45
H 1.7947 -3.5111 -0.0439 0.35
H 2.7593 -2.6697 -1.2955 0.48
H 3.7587 -0.1459 2.1246 0.41
H 2.7872 -1.4315 2.9073 0.46
H 4.1669 -1.8797 1.8613 0.49
H -1.2945 -0.7545 -2.5317 0.40
C -2.4454 2.0914 3.6341 -0.46
C -2.4177 0.7042 3.7936 -0.75
C -1.5855 -0.0839 2.9931 -0.05
C -0.7952 0.5364 2.0188 0.29
C -0.7211 1.9294 1.9283 -0.24
C -1.5954 2.6983 2.7071 -0.79
H -3.1146 2.7006 4.2415 0.42
H -3.0458 0.2250 4.5435 0.41
H -1.5367 -1.1687 3.0943 0.42
H 0.0026 2.3896 1.2531 0.55
H -1.5979 3.7820 2.5828 0.43
```

# 2
H10O5 | ωB97M-V/def2-TZVPD

Its HOMO energy is -10.97 eV. The relative energy (zero: lowest compared OMol25 entry of this formula, charge and spin) comes out at 18.0 kcal per mole. As for the charge: 0. As for the structure (SMILES): O.O.O.O.O. As for the total energy: -382.19544 hartree. As for the HOMO-LUMO gap: 0.42483 Ha.

The geometry in XYZ format:
```
15
Properties=species:S:1:pos:R:3:mulliken_charge:R:1
O 2.5386 -0.6632 1.2526 -0.62
O 1.0866 -1.0365 -1.1602 -0.67
O -1.7400 -0.2193 -1.8462 -0.61
O -2.1207 0.0483 0.9052 -0.65
O 0.1454 2.0577 0.9261 -0.67
H 3.0950 -1.3300 1.6614 0.30
H 1.5830 -1.5253 -1.8284 0.30
H -2.5013 -0.2210 -2.4333 0.29
H -2.0919 -0.8561 1.2447 0.32
H 0.7992 1.4016 0.6340 0.34
H 2.2970 -0.9819 0.3699 0.37
H 0.2196 -1.4624 -1.1615 0.32
H -2.0316 0.2687 -1.0539 0.35
H -1.3202 0.4896 1.2183 0.35
H 0.6743 2.8675 0.8138 0.29
```

# 3
C28H47AlNO2P2 | ωB97M-V/def2-TZVPD

Its HOMO energy is -8.78 eV. The relative energy (zero: lowest compared OMol25 entry of this formula, charge and spin) comes out at 86.9 kcal per mole. As for the charge: +1. As for the total energy: -2225.22794 hartree. As for the HOMO-LUMO gap: 0.23917 Ha.

The geometry in XYZ format:
```
81
Properties=species:S:1:pos:R:3:mulliken_charge:R:1
Al -0.7635 1.0728 -0.8639 -1.69
C -0.6015 -1.8797 0.1896 0.05
C 0.7326 -2.2867 0.0806 0.80
C 0.7029 -0.4885 1.5114 0.00
C -0.6569 -0.6536 0.9835 2.74
C 1.5341 -1.4302 0.8921 0.18
C -1.7762 -2.6905 -0.1988 -1.76
H -1.5748 -3.2907 -1.0927 0.44
H -2.6605 -2.0685 -0.3848 0.23
H -2.0452 -3.4055 0.5992 0.37
C -1.8473 -0.4464 1.8441 -1.91
H -2.7757 -0.4080 1.2630 0.36
H -1.7699 0.4626 2.4472 0.42
H -1.9352 -1.2967 2.5454 0.39
C 1.1461 0.3261 2.6539 -1.79
H 1.4785 -0.3144 3.4917 0.35
H 0.3539 0.9850 3.0224 0.41
H 2.0084 0.9497 2.3724 0.27
C 2.9870 -1.6080 1.1475 -1.79
H 3.1733 -2.2438 2.0301 0.34
H 3.4733 -0.6391 1.3256 0.35
H 3.4792 -2.0856 0.2902 0.39
C 1.2349 -3.4888 -0.6273 -1.84
H 1.3590 -4.3411 0.0590 0.39
H 2.2191 -3.2937 -1.0722 0.38
H 0.5470 -3.8001 -1.4222 0.36
C -1.9478 1.1911 -5.7626 0.10
C -1.9341 -0.1569 -5.6948 -0.70
C -1.2248 -1.0311 -6.7029 -0.97
C 0.1819 -0.5611 -7.0808 -0.94
C 0.9088 0.1119 -5.9507 -0.36
C 1.0402 1.4686 -5.8559 -0.28
C 0.1395 2.4793 -6.5195 -0.78
C -1.2702 1.9925 -6.8524 -1.49
H -1.8375 -1.1270 -7.6215 0.42
H 0.1453 0.0551 -7.9971 0.31
H -1.1559 -2.0616 -6.3146 0.38
H -1.2789 1.4629 -7.8241 0.34
H -2.6483 1.7780 -5.1541 0.85
H -2.7088 -0.6978 -5.1499 0.73
H -1.8938 2.8865 -7.0302 0.42
H 0.0601 3.3669 -5.8672 0.27
H 1.9630 1.8857 -5.4602 1.06
H 0.6220 2.8454 -7.4467 0.48
H 0.7712 -1.4456 -7.3738 0.42
H 1.5628 -0.5434 -5.3716 0.36
P -1.5071 0.2136 -2.7950 1.75
P 1.4984 1.5588 -1.4119 1.52
C -0.4833 1.5833 -3.4878 -0.20
C 0.8123 2.2709 -2.9469 -1.52
H -1.1600 2.3663 -3.8428 0.77
H -0.2110 0.9745 -4.3463 -0.19
H 1.6116 2.2244 -3.6985 0.60
H 0.5934 3.3377 -2.7772 0.18
C 2.3778 2.8820 -0.5349 -1.39
H 3.0558 2.4320 0.2103 0.41
H 1.6523 3.5254 -0.0093 0.30
H 2.9567 3.4814 -1.2579 0.46
C 2.7089 0.2941 -1.9095 -1.22
H 3.1669 0.5681 -2.8730 0.57
H 2.2104 -0.6820 -2.0148 0.15
H 3.4911 0.2097 -1.1365 0.45
C -3.2591 0.5722 -2.8567 -1.80
H -3.7543 -0.0534 -2.0912 0.41
H -3.6425 0.3315 -3.8534 0.67
H -3.4237 1.6357 -2.6076 0.41
C -0.8578 -1.3954 -3.2303 0.11
H 0.0464 -1.6400 -2.6501 -0.42
H -0.6140 -1.4041 -4.2996 -0.17
H -1.6448 -2.1309 -3.0081 0.42
O -1.8813 3.2146 -1.6356 -0.59
C -1.7237 3.4750 -0.4212 0.00
C -2.0119 4.7624 0.2926 -0.47
C -1.7915 4.4334 1.7483 -0.59
C -1.2986 3.0027 1.7567 0.28
O -1.0368 2.3979 2.7854 -0.62
N -1.2370 2.5152 0.4397 0.41
H -1.3058 5.5349 -0.0498 0.27
H -3.0399 5.0895 0.0836 0.32
H -1.0475 5.0899 2.2234 0.31
H -2.7180 4.5212 2.3358 0.32
```

# 4
C8H11N2O4 | ωB97M-V/def2-TZVPD

Its HOMO energy is -4.08 eV. The relative energy (zero: lowest compared OMol25 entry of this formula, charge and spin) comes out at 6.3 kcal per mole. As for the charge: -1. As for the structure (SMILES): CO[C@@](C)(C(=O)[O-])c1[nH]c(=O)[nH]c1C. As for the total energy: -721.95638 hartree. As for the HOMO-LUMO gap: 0.27423 Ha.

The geometry in XYZ format:
```
25
Properties=species:S:1:pos:R:3:mulliken_charge:R:1
C -1.3094 -0.2045 1.1240 0.42
C 0.0126 -0.1545 0.7899 -0.34
C -0.1181 0.0934 3.0381 0.04
C 1.7175 1.1119 -0.4526 0.51
C -2.5069 -0.1687 0.2620 -1.36
C 1.4332 -1.4573 -0.7521 -1.70
C 0.1785 0.5282 -2.8566 -1.15
C 0.6908 -0.1603 -0.5882 1.55
N -1.4023 -0.0790 2.5035 -0.06
N 0.7240 -0.1059 1.9715 -0.09
O 1.4510 2.1523 -1.0550 -0.76
O 0.3333 0.2875 4.1836 -0.73
O 2.6213 0.8285 0.2954 -0.75
O -0.2328 -0.0661 -1.6903 -0.35
H -3.1472 -1.0117 0.3826 0.34
H -2.1892 0.2557 -0.7412 0.19
H -3.1335 0.6201 0.5816 0.45
H 0.5580 -2.1431 -0.6381 0.39
H 2.0570 -1.3572 -1.6159 0.43
H 2.0165 -1.5229 0.1017 0.40
H -0.6195 1.0330 -3.2744 0.41
H 0.5879 -0.1400 -3.6595 0.26
H 0.8493 1.2837 -2.9285 0.51
H -2.1881 0.1089 2.9999 0.12
H 1.6160 0.2678 2.0187 0.28
```

# 5
C4H13BrN3 | ωB97M-V/def2-TZVPD

Its HOMO energy is -13.90 eV. The relative energy (zero: lowest compared OMol25 entry of this formula, charge and spin) comes out at 23.8 kcal per mole. As for the charge: +1. As for the total energy: -2898.10383 hartree. As for the HOMO-LUMO gap: 0.39288 Ha.

The geometry in XYZ format:
```
21
Properties=species:S:1:pos:R:3:mulliken_charge:R:1
C -2.8975 -1.5031 0.8219 -0.92
C 2.7802 -0.2639 -0.6421 -1.03
C -2.1348 -1.6176 -0.5251 -0.33
C 1.1724 0.2671 0.8712 -0.48
N 0.3135 1.4216 1.2337 -0.09
N 1.6919 0.5771 -0.2546 0.64
N 1.6434 1.8340 -0.9799 -0.67
Br -1.4285 0.1215 -1.1755 -0.21
H -2.2371 -1.4925 1.7436 0.26
H -3.6944 -2.3576 1.0075 0.29
H -3.2818 -0.4761 0.9158 0.30
H 3.7307 0.2696 -0.4559 0.37
H 2.7773 -1.0791 0.0887 0.42
H 2.6917 -0.7516 -1.6177 0.34
H -1.2917 -2.2425 -0.4368 0.35
H -2.7975 -1.8163 -1.4382 0.33
H -0.5049 1.3102 0.5480 0.16
H 0.0004 1.2922 2.1436 0.38
H 0.8473 2.3932 -0.9935 0.26
H 2.0198 1.7330 -1.9980 0.30
H 0.5998 2.3809 1.1433 0.34
```

# 6
C15H20N2O5S | ωB97M-V/def2-TZVPD

Its HOMO energy is 0.50 eV. As for the charge: -2. As for the total energy: -1467.20304 hartree. As for the HOMO-LUMO gap: 0.06386 Ha.

The geometry in XYZ format:
```
43
Properties=species:S:1:pos:R:3:mulliken_charge:R:1
C 2.4366 -2.2257 -1.2442 -0.46
O 3.5013 -1.2453 -1.2680 -0.40
C 3.4905 -0.4378 -0.0525 -0.43
C 2.1866 0.4919 0.1021 0.12
C 2.5101 2.0936 0.0106 -0.84
C 1.2656 2.8331 -0.6909 -0.75
C -0.1122 2.7403 0.1670 -0.59
C -1.3919 2.2783 -0.6926 -0.47
C -2.1493 0.9866 -0.1410 0.40
C -1.4374 -0.0820 0.7534 -0.17
C -2.2197 -1.3396 1.2639 -0.56
C -3.6861 -1.5076 0.8190 -0.38
C -4.4616 -0.4684 -0.0969 0.46
N -5.8336 -0.7792 -0.3974 -0.59
C -6.3696 0.2810 -1.1899 -0.14
C -5.6165 1.5407 -1.6999 -0.25
N -4.2461 1.7961 -1.3988 -0.41
C -3.6684 0.7794 -0.5611 0.17
H 2.6737 -3.0486 -2.0125 0.20
H 1.4470 -1.7382 -1.6115 0.16
H 2.2101 -2.6550 -0.2034 0.23
H 4.4893 0.1233 0.0962 0.32
H 3.4495 -1.2063 0.8194 0.20
H 1.4273 0.2825 -0.7271 0.04
H 1.7825 0.3249 1.1645 0.24
H 2.6990 2.4232 1.0974 0.30
H 3.4696 2.2976 -0.6083 0.36
H 1.5508 3.9464 -0.8326 0.34
H 1.1055 2.3325 -1.7063 0.37
H -0.3169 3.8240 0.5273 0.33
H 0.0858 2.1313 1.1119 0.48
H -2.1306 3.1717 -0.7049 0.31
H -1.0368 2.1790 -1.7902 0.25
H -0.3466 0.0756 1.0439 -0.15
H -1.6559 -2.0663 1.9403 0.41
H -4.2407 -2.4416 1.1882 0.28
H -7.4830 0.1878 -1.4851 0.30
H -6.1819 2.3095 -2.3370 0.32
O 4.2316 -4.7089 3.5494 -0.80
S 4.5623 -4.0391 2.2702 1.11
O 5.0855 -2.6780 2.5431 -0.79
O 3.3390 -3.9345 1.4369 -0.72
O 5.5857 -4.8282 1.5471 -0.79
```

# 7
C3H6O4 | ωB97M-V/def2-TZVPD

Its HOMO energy is -10.75 eV. The relative energy (zero: lowest compared OMol25 entry of this formula, charge and spin) comes out at 15.0 kcal per mole. As for the charge: 0. As for the structure (SMILES): O=C1OCCO1.O. As for the total energy: -418.87036 hartree. As for the HOMO-LUMO gap: 0.40520 Ha.

The geometry in XYZ format:
```
13
Properties=species:S:1:pos:R:3:mulliken_charge:R:1
C -2.1270 -0.2413 -0.3917 0.66
C -0.2228 -0.5971 0.7071 -0.20
C -0.2759 0.8723 0.2643 -0.15
H -0.3779 -0.6898 1.8187 0.25
H 0.6596 -1.1044 0.3406 0.22
H -0.2192 1.4767 1.1722 0.27
H 0.4681 1.1405 -0.5008 0.15
H 2.3898 0.3965 -1.2589 0.31
H 3.3086 -0.1614 -0.3074 0.32
O -3.2159 -0.4382 -0.8651 -0.55
O -1.3490 -1.1890 0.0984 -0.32
O -1.5869 0.9820 -0.2719 -0.34
O 2.5486 -0.4468 -0.8056 -0.63
```

# 8
C3H7FN2O | ωB97M-V/def2-TZVPD

Its HOMO energy (spin up / spin down) is -8.68 / -8.69 eV. The relative energy (zero: lowest compared OMol25 entry of this formula, charge and spin) comes out at 72.6 kcal per mole. As for the charge: 0. As for the total energy: -402.99373 hartree. As for the HOMO-LUMO gap (spin up / spin down): 0.22415 / 0.22430 Ha.

The geometry in XYZ format:
```
14
Properties=species:S:1:pos:R:3:mulliken_charge:R:1
C 1.8141 -1.5094 -0.0782 0.44
C 1.5297 2.2703 0.1393 -0.74
C 0.2383 1.7980 -0.2397 0.37
N -3.2193 -2.2292 -0.0538 -0.67
N 2.0545 -2.6506 -0.0966 -0.61
O 1.5754 -0.3187 -0.0797 -0.66
F -0.6561 1.5072 0.6679 -0.12
H 1.9881 2.8961 -0.6197 0.32
H 2.1451 1.3139 0.1916 0.33
H 1.5576 2.7034 1.1380 0.33
H -0.0948 1.6134 -1.2501 0.34
H -2.5202 -1.7440 0.4984 0.22
H -3.6778 -2.8964 0.5563 0.22
H -2.7348 -2.7539 -0.7735 0.24
```